Entry 1:
Here is a gas-phase ion, CH5NOP (charge -1) at a distorted geometry from OMol25. Energies are from ωB97M-V/def2-TZVPD.

Summary:
Charge: -1
E, eV: -13944.8847
SMILES string: CN=[PH2][O-]
ΔE to the lowest compared entry with this formula, charge and spin, eV: 0.000
HOMO-LUMO gap, eV: 7.81
HOMO, eV: -3.1

Atoms and positions in Å:
C 0.872 0.360 0.047
N -0.426 -0.224 -0.390
P -0.363 -1.777 -0.598
O -1.672 -2.335 -0.864
H 1.623 -0.029 -0.709
H 0.855 1.411 -0.157
H 1.091 0.113 1.103
H 0.612 -2.089 -1.531
H 0.284 -2.559 0.518



Entry 2:
Here is a molecular structure, CH5NOS at a distorted geometry from OMol25. Energies are from ωB97M-V/def2-TZVPD.

Summary:
E, eV: -15486.2098
ΔE to the lowest compared entry with this formula, charge and spin, eV: 4.910
HOMO-LUMO gap, eV: 8.52
HOMO, eV: -8.7

Atoms and positions in Å:
C -0.071 1.462 -0.066
N 1.095 -0.988 -0.002
O -1.184 -0.805 -1.137
S -0.458 -0.186 -0.077
H -0.827 2.210 -0.187
H 0.341 1.699 0.848
H 0.881 -1.971 0.075
H 1.473 -0.610 -0.858
H -1.250 -0.810 1.403



Entry 3:
Here is 2 unconnected molecules or ions with the total composition CH5NOSi at a distorted geometry from OMol25. Energies are from ωB97M-V/def2-TZVPD.

Summary:
E, eV: -12532.1343
SMILES string: [SiH4].N=C=O
ΔE to the lowest compared entry with this formula, charge and spin, eV: 0.398
HOMO-LUMO gap, eV: 11.85
HOMO, eV: -11.2

Atoms and positions in Å:
Si 1.892 -0.259 -1.048
H 3.309 -0.630 -0.736
H 1.116 -1.496 -1.351
H 1.317 0.428 0.116
H 2.083 0.669 -2.201
N -2.756 0.304 1.921
C -2.351 0.320 0.807
O -2.256 0.352 -0.328
H -2.353 0.312 2.819



Entry 4:
Here is CH5NOSi in the gas phase at a distorted geometry from OMol25. Energies are from ωB97M-V/def2-TZVPD.

Summary:
E, eV: -12529.3222
ΔE to the lowest compared entry with this formula, charge and spin, eV: 3.210
HOMO-LUMO gap (alpha / beta), eV: 7.60 / 9.71
HOMO (alpha / beta), eV: -8.6 / -9.2

Atoms and positions in Å:
C -0.785 0.828 0.941
N 1.160 -0.447 -0.613
O 1.660 0.407 -1.397
Si -0.617 -0.485 -0.317
H -0.502 0.578 1.962
H -0.746 1.883 0.737
H -1.262 -0.176 -1.579
H 1.804 -0.714 0.144
H -0.711 -1.874 0.122



Entry 5:
Here is 2 unconnected molecules or ions with the total composition CH5NS at a distorted geometry from OMol25. Energies are from ωB97M-V/def2-TZVPD.

Summary:
E, eV: -13440.3812
SMILES string: C=N.S
ΔE to the lowest compared entry with this formula, charge and spin, eV: 2.313
HOMO-LUMO gap, eV: 9.38
HOMO, eV: -9.0

Atoms and positions in Å:
C 0.275 1.253 0.443
N 0.733 0.457 -0.490
H 0.851 2.106 0.623
H -0.676 1.104 0.965
H 1.730 0.584 -0.726
S -0.943 -2.135 -0.159
H -2.227 -1.692 0.159
H 0.258 -1.677 -0.815



Entry 6:
Here is 2 unconnected molecules or ions with the total composition CH5NS at a distorted geometry from OMol25. Energies are from ωB97M-V/def2-TZVPD.

Summary:
E, eV: -13441.9935
SMILES string: C=N.S
ΔE to the lowest compared entry with this formula, charge and spin, eV: 0.700
HOMO-LUMO gap, eV: 10.70
HOMO, eV: -9.7

Atoms and positions in Å:
C -0.356 1.093 1.652
N -0.059 1.491 0.474
H -1.501 0.830 1.729
H 0.433 0.973 2.407
H 0.845 1.887 0.370
S 0.799 -2.084 -2.018
H -0.310 -2.690 -1.625
H 0.148 -1.500 -2.990



Entry 7:
Here is CH5NSi2 in the gas phase at a distorted geometry from OMol25. Energies are from ωB97M-V/def2-TZVPD.

Summary:
E, eV: -18360.7068
SMILES string: N#C[SiH2][SiH3]
ΔE to the lowest compared entry with this formula, charge and spin, eV: 1.001
HOMO-LUMO gap, eV: 10.66
HOMO, eV: -10.5

Atoms and positions in Å:
N 2.886 0.726 -0.025
C 1.882 -0.039 0.097
Si 0.276 -0.972 0.198
Si -1.243 0.804 0.103
H -0.172 -1.700 -1.038
H 0.516 -2.271 0.930
H -0.700 2.007 0.923
H -0.775 1.284 -1.223
H -2.670 0.161 0.036



Entry 8:
Here is 2 unconnected molecules or ions with the total composition CH5NSi2 at a distorted geometry from OMol25. Energies are from ωB97M-V/def2-TZVPD.

Summary:
E, eV: -18357.6556
ΔE to the lowest compared entry with this formula, charge and spin, eV: 4.052
HOMO-LUMO gap (alpha / beta), eV: 4.30 / 3.05
HOMO (alpha / beta), eV: -6.2 / -5.5

Atoms and positions in Å:
C 1.167 0.205 -0.317
N 0.027 0.221 -0.198
Si -2.555 0.084 -0.095
Si 2.962 0.138 -0.058
H -2.515 -0.412 1.272
H -2.531 1.547 0.143
H -3.248 -0.632 -1.092
H 3.710 -0.673 -0.901
H 2.983 -0.478 1.246



> What is the formula in the third record?

CH5NOSi



> What is the formula in the third record?

CH5NOSi



> What is the formula in the second record?

CH5NOS



> ΔE to the lowest compared entry with this formula, charge and spin of number 2 (CH5NOS)?

4.910 eV